No. 1
The following is a DFT calculation (wB97M-V/def2-TZVPD) of a 2-piece molecular cluster, C24H23F3NO4 overall.

Values from the calculation:
- calculated total energy (Ha) = -1583.71060
- orbital gap (eV) = 5.19
- net charge = -1

```
55
Properties=species:S:1:pos:R:3:forces:R:3:lowdin_charge:R:1
F 6.605110 2.287840 -4.197057 0.4 -0.8 0.6 0.088
C 6.293942 1.132394 -3.529045 -1.2 -0.2 -0.1 -0.526
F 6.926169 0.095176 -4.168472 0.1 0.8 0.5 0.085
F 6.847449 1.224228 -2.271455 0.2 0.1 -0.9 0.089
C 4.805880 0.915884 -3.466546 1.4 0.0 -0.2 -0.193
C 4.323142 -0.387335 -3.363839 -0.5 -0.1 0.2 -0.059
C 2.967170 -0.599062 -3.183700 0.1 0.3 0.2 -0.056
C 2.063485 0.506989 -3.116441 -0.2 0.0 0.4 -0.275
C 0.692654 0.335563 -2.788273 0.4 -0.3 0.0 -0.174
C -0.238434 1.220101 -3.316442 -1.6 0.9 -0.4 -0.377
N -1.047926 1.930226 -3.791593 1.0 -0.7 0.5 0.055
C 2.587177 1.818206 -3.334288 0.5 0.0 -0.1 -0.043
C 3.951635 2.016710 -3.460601 -0.7 -0.2 -0.1 -0.049
H 5.009562 -1.230939 -3.425115 -0.1 0.2 0.0 0.108
H 2.566808 -1.611767 -3.083328 0.1 0.3 -0.1 0.098
H 0.357325 -0.549289 -2.251823 0.0 0.0 -0.4 0.063
H 1.909611 2.677161 -3.330021 0.2 -0.4 0.0 0.104
H 4.368063 3.016544 -3.559245 -0.1 -0.1 0.0 0.109
C -5.795226 2.695270 1.288973 -0.2 0.1 0.4 -0.083
C -4.665558 2.590618 0.304847 0.5 -0.5 0.1 -0.197
O -3.780979 1.544801 0.834126 -0.1 0.8 -0.4 -0.011
C -2.563817 1.487282 0.264227 0.9 0.5 -1.4 -0.433
C -1.674539 0.430353 0.856963 -0.4 -0.3 0.3 -0.008
C -0.357464 0.673478 0.930995 -0.7 0.4 0.0 0.061
C 0.591210 -0.131973 1.694557 1.4 -0.9 0.5 -0.206
C 0.917072 -1.451039 1.310502 -0.1 0.6 -0.1 -0.029
C 1.787604 -2.217532 2.064261 -0.2 0.2 0.2 -0.038
C 2.324307 -1.715327 3.260165 -0.2 0.4 -0.4 -0.285
C 3.236672 -2.580620 4.066736 0.1 -0.3 0.3 -0.070
C 2.013170 -0.406374 3.652135 0.2 -0.4 -0.1 -0.049
C 1.208158 0.394358 2.850410 -0.7 0.0 -0.7 -0.023
C -2.269570 -0.852276 1.364986 0.6 -0.2 0.7 -0.411
O -1.709615 -1.642499 2.106782 -0.8 0.7 -0.6 0.102
O -3.493649 -1.076908 0.856778 0.4 -0.9 0.3 -0.007
C -3.973498 -2.428315 1.130895 0.0 0.5 -0.1 -0.207
C -5.297432 -2.508289 0.418974 -0.3 0.0 -0.1 -0.078
O -2.169840 2.225882 -0.621833 -0.8 -0.6 1.3 0.108
H -6.561537 3.376337 0.913127 0.0 0.0 0.0 0.076
H -6.252594 1.718442 1.480868 0.1 0.2 -0.1 0.076
H -5.424569 3.091379 2.241268 -0.1 -0.1 -0.1 0.079
H -5.013561 2.282132 -0.691157 0.2 0.1 0.2 0.134
H -4.110599 3.534056 0.226076 -0.1 -0.3 -0.1 0.125
H -0.014364 1.585382 0.446256 0.0 0.0 0.1 0.143
H 0.462502 -1.845590 0.398630 0.2 0.1 0.3 0.123
H 2.015637 -3.239022 1.747421 0.0 0.3 0.1 0.116
H 3.597061 -2.058929 4.954461 0.0 -0.1 0.0 0.069
H 2.700191 -3.477491 4.388393 0.1 0.0 0.1 0.078
H 4.105470 -2.921452 3.490579 -0.1 0.1 0.0 0.082
H 2.404730 -0.022115 4.601380 0.0 -0.1 -0.4 0.107
H 1.005615 1.435484 3.119810 0.0 -0.4 0.0 0.115
H -3.242059 -3.154239 0.743185 -0.2 0.3 0.2 0.130
H -4.082660 -2.559503 2.217635 0.1 0.0 -0.4 0.127
H -5.749735 -3.488652 0.584996 0.0 0.1 0.0 0.074
H -5.975615 -1.732765 0.799711 0.1 -0.2 -0.1 0.079
H -5.179748 -2.352977 -0.660831 0.0 -0.1 0.3 0.084
```
Positions in Å, forces in eV/Å.

No. 2
The following is a DFT calculation (wB97M-V/def2-TZVPD) of a 13-piece molecular cluster, C42H115N5O15 overall.

Values from the calculation:
- calculated total energy (Ha) = -3071.42638
- energy relative to the best compared isomer or geometry (same formula, charge and spin) (kcal/mol) = 0.8
- orbital gap (eV) = 9.29
- net charge = 0

```
177
Properties=species:S:1:pos:R:3:forces:R:3:lowdin_charge:R:1
C 14.619134 15.766918 19.672443 0.5 1.4 0.8 -0.023
C 15.489873 16.695540 18.784827 -1.0 -0.7 1.0 -0.461
C 14.948568 18.121990 18.824496 -0.5 -0.3 -1.9 -0.050
O 16.823157 16.593535 19.266944 0.1 0.0 0.4 -0.045
H 14.717318 16.115227 20.714876 -0.1 0.3 -0.3 0.096
H 14.969695 14.770582 19.754177 0.5 -1.1 -0.6 0.037
H 13.561083 15.782371 19.455906 -0.2 0.1 -0.4 0.046
H 15.539788 16.321247 17.777129 -0.5 -0.1 -0.7 0.101
H 15.515758 18.784035 18.142536 -0.2 -0.3 0.1 0.072
H 15.040828 18.554972 19.793192 -0.2 0.2 0.9 0.069
H 13.875943 18.112662 18.462687 1.1 0.1 0.6 0.084
H 17.234680 17.412445 19.007170 0.6 0.4 0.0 0.080
C 15.668756 17.923509 14.822436 0.1 0.7 -0.4 -0.039
C 16.389283 16.699607 14.219965 -0.6 0.2 0.2 -0.462
C 16.520795 16.831093 12.693274 -0.3 -0.6 0.7 -0.035
O 17.623193 16.554720 14.917373 -0.1 -1.0 -0.1 -0.058
H 16.091342 18.869138 14.372117 -0.2 -0.8 0.5 0.096
H 15.760568 17.998760 15.930244 -0.1 -0.3 -0.8 0.066
H 14.611838 17.953896 14.535522 0.0 -0.1 0.2 0.069
H 15.858266 15.748384 14.409583 0.1 0.6 0.2 0.109
H 17.150474 17.687587 12.492647 0.5 -0.1 -0.5 0.077
H 15.558490 17.039663 12.244457 -0.5 0.2 0.1 0.066
H 16.797432 15.873121 12.220042 0.6 0.6 0.2 0.072
H 18.226898 17.239082 14.662004 0.4 0.7 -0.3 0.081
C 14.966968 13.653137 10.978910 -2.2 -1.7 1.3 -0.023
C 14.890054 12.082036 11.039029 0.8 0.2 -1.1 -0.437
C 15.791412 11.449620 12.118290 -1.1 -0.1 -0.1 -0.038
O 13.589140 11.517537 11.257561 0.3 0.3 1.3 -0.063
H 14.347983 13.943564 11.848343 0.5 0.4 0.0 0.067
H 14.507459 14.194727 10.146820 0.3 -0.6 -0.2 0.070
H 15.976496 13.913184 11.127181 1.2 0.6 0.1 0.050
H 15.107025 11.709264 10.041174 0.9 -0.1 -0.2 0.124
H 15.631451 10.373707 12.129628 0.0 -0.2 -0.3 0.075
H 15.407873 11.770111 13.077754 0.0 0.4 0.4 0.058
H 16.856722 11.616811 12.109416 0.2 0.4 -0.4 0.077
H 13.058343 11.848267 10.552049 -0.9 0.2 -0.7 0.073
C 7.562127 18.492923 15.704461 -1.2 -0.1 0.4 -0.058
C 7.582429 18.855807 17.185665 0.3 0.0 -0.6 -0.478
C 6.538920 18.014692 17.893155 1.0 0.0 -0.1 -0.053
O 8.868568 18.566166 17.717258 0.1 1.3 0.5 -0.089
H 6.510282 18.555868 15.331159 1.0 0.3 -0.2 0.098
H 7.859567 17.468157 15.636804 -0.1 -1.1 0.0 0.059
H 8.317458 18.969716 15.117264 0.1 1.0 -0.5 0.060
H 7.413800 19.939414 17.327235 0.2 -0.4 0.0 0.143
H 6.498020 18.263989 18.946232 0.2 -0.3 0.3 0.074
H 6.910428 17.012370 17.660632 -0.5 -0.3 0.7 0.085
H 5.557222 18.129571 17.496273 -0.8 0.1 -0.5 0.066
H 9.195498 17.675337 17.534474 -0.6 -0.5 -0.4 0.023
C 11.576323 18.188686 10.071314 -0.2 -0.3 -0.6 -0.056
C 12.104530 16.779653 9.674181 -0.8 0.1 1.0 -0.514
C 12.534959 16.763429 8.250665 0.8 2.5 -0.8 -0.074
O 13.207805 16.323983 10.471687 -0.8 -0.1 0.2 -0.082
H 10.640787 18.366047 9.486423 0.7 0.0 0.4 0.087
H 12.298279 18.977273 9.814849 -0.1 -0.2 0.1 0.072
H 11.319716 18.271892 11.133861 0.2 -0.2 -0.2 0.069
H 11.239269 16.119475 9.809414 0.1 -0.3 0.2 0.124
H 13.377557 17.516875 8.272777 -0.4 -0.9 -0.5 0.099
H 11.772197 17.255123 7.595512 0.5 -0.8 0.4 0.093
H 12.913530 15.835086 7.841610 -0.2 -0.2 0.1 0.073
H 12.803698 15.889367 11.253956 0.3 0.4 -0.1 0.046
C 11.331051 8.350501 14.105898 0.2 -0.7 0.5 -0.050
C 12.150403 9.334217 14.913533 -0.4 0.7 0.5 -0.507
C 13.527573 8.884989 15.366354 -0.3 -0.8 0.5 -0.049
O 12.189639 10.613005 14.259275 -0.7 0.0 1.1 -0.060
H 11.344580 7.391412 14.651794 0.2 0.1 -0.6 0.092
H 11.728862 8.277815 13.101561 0.1 -0.4 -0.2 0.081
H 10.273782 8.605130 14.034376 0.1 0.4 0.0 0.067
H 11.586932 9.450833 15.862666 0.2 0.5 -0.5 0.114
H 14.075781 9.678002 15.904793 -0.4 -0.4 -0.2 0.085
H 14.155319 8.475365 14.596712 0.3 0.1 -0.8 0.068
H 13.345534 8.004083 16.008763 0.3 0.5 0.2 0.087
H 12.775389 10.585913 13.511040 0.5 -0.1 -0.7 0.054
C 11.255310 14.037939 12.409900 0.0 0.5 -1.7 -0.238
C 10.148688 13.520783 13.297499 -0.3 -0.4 -1.6 -0.227
O 9.026329 14.415703 13.414278 0.6 -1.3 0.2 -0.050
O 11.673225 15.355777 12.692239 0.7 0.5 1.2 -0.107
H 10.917047 14.198961 11.354259 -0.2 -0.7 0.7 0.132
H 12.093340 13.319780 12.344269 -0.3 0.2 0.4 0.106
H 10.554348 13.128465 14.216300 -0.1 0.4 0.8 0.090
H 9.844065 12.635118 12.722046 -0.5 0.0 0.4 0.124
H 9.359662 15.288387 13.237160 0.3 0.7 -0.1 0.058
H 12.103038 15.347968 13.581425 -0.1 -0.1 -0.4 0.066
C 11.824198 19.306726 20.866177 1.3 -1.0 -1.1 -0.246
C 11.092349 18.641165 19.739204 -0.9 -0.5 -0.7 -0.231
O 11.618518 17.326376 19.419021 -0.2 0.9 0.3 -0.149
O 11.472738 18.701328 22.083161 -0.4 0.3 0.9 -0.060
H 11.696052 20.381581 20.834902 -0.2 0.3 0.2 0.121
H 12.893851 19.074214 20.675978 -0.5 0.3 0.4 0.114
H 11.120208 19.240732 18.825918 0.2 0.0 0.0 0.104
H 10.008324 18.562253 19.994827 0.6 0.1 -0.1 0.109
H 11.263386 16.710671 20.113760 0.0 0.2 -0.3 0.028
H 10.608669 19.068823 22.315890 0.1 -0.3 0.1 0.084
C 13.569569 20.940927 16.606983 3.4 0.0 0.8 -0.096
C 12.679520 21.708569 15.725216 -1.0 -0.1 -0.3 -0.439
C 12.628102 21.062498 14.322795 0.6 0.4 0.3 -0.204
O 13.908957 21.062255 13.686637 -0.6 -0.4 -0.3 -0.204
C 13.843502 20.543339 12.331464 0.5 -0.1 1.8 -0.079
N 11.375594 21.640117 16.408932 -1.7 -0.1 -0.8 0.020
H 14.533161 20.629021 16.161524 -0.4 0.3 -0.4 0.078
H 13.172456 20.014172 16.961081 -0.8 -0.5 0.3 0.048
H 13.932605 21.541768 17.450592 -0.6 -0.2 0.2 0.089
H 12.939279 22.796825 15.698752 0.0 -0.9 -0.3 0.156
H 11.893717 21.633501 13.768231 -0.2 0.1 -0.7 0.113
H 12.269014 20.028833 14.404910 -0.1 0.0 0.2 0.115
H 13.530541 19.485162 12.284412 -0.3 0.4 0.1 0.079
H 14.866643 20.561901 11.990088 0.2 0.2 -0.4 0.081
H 13.208251 21.212229 11.784629 -0.4 0.1 -0.8 0.077
H 10.680824 22.268540 15.957364 0.7 -0.6 0.4 0.078
H 10.943021 20.679049 16.377189 0.8 1.2 0.0 0.081
C 7.674339 11.834884 17.508696 -0.2 2.0 -1.6 -0.032
C 8.935351 11.721989 16.652802 -0.1 -0.6 -1.0 -0.437
C 10.088520 11.526303 17.540850 0.8 0.2 1.6 -0.228
O 10.416868 12.715878 18.232476 -0.5 0.7 0.0 -0.209
C 11.564505 12.594046 19.006898 0.7 -1.5 -0.1 -0.111
N 8.965063 10.504454 15.832145 0.4 -0.5 -0.7 0.056
H 6.793871 12.023038 16.869741 0.2 -0.3 0.1 0.084
H 7.805216 12.817479 18.010720 -0.2 -0.9 0.4 0.071
H 7.475465 10.986440 18.128841 0.2 -0.4 0.6 0.077
H 9.054762 12.627342 16.032000 -0.1 0.0 0.3 0.136
H 10.971792 11.202043 17.031788 0.7 -0.2 -0.8 0.101
H 9.836851 10.714448 18.235700 0.0 0.1 0.2 0.141
H 11.382037 12.015782 19.909775 -0.2 0.3 0.6 0.097
H 12.093163 13.509154 19.185374 -0.4 0.9 0.3 0.081
H 12.314385 11.978397 18.506814 0.0 -0.1 -0.5 0.062
H 9.786821 10.357203 15.183390 -1.3 0.9 1.1 0.066
H 8.123982 10.471670 15.290164 -0.3 -0.2 -0.4 0.065
C 8.244041 14.813086 19.976591 1.5 -0.8 0.4 -0.044
C 8.738066 16.090355 20.663805 -1.3 0.3 -1.6 -0.429
C 7.753127 16.545395 21.707946 0.0 -1.1 0.7 -0.240
O 8.133896 17.758205 22.249232 0.0 1.4 0.3 -0.199
C 7.188011 18.303877 23.171202 0.2 -0.8 -0.3 -0.080
N 10.097903 15.958590 21.120703 0.3 0.0 1.0 0.068
H 7.204264 14.827552 19.696359 -0.5 0.1 0.3 0.076
H 8.494402 13.932724 20.640349 -0.5 0.6 -0.8 0.106
H 8.779372 14.694324 19.021380 -0.1 -0.2 0.7 0.039
H 8.712644 16.840409 19.869545 0.1 0.3 0.0 0.111
H 7.814496 15.816346 22.512531 -0.3 -0.6 0.4 0.130
H 6.715131 16.554020 21.354660 0.1 0.1 -0.3 0.130
H 6.201833 18.439658 22.671877 0.5 0.0 0.4 0.099
H 7.631159 19.226283 23.499704 -0.2 0.6 0.0 0.078
H 7.091108 17.669846 24.075505 -0.1 0.0 -0.5 0.095
H 10.275070 15.012595 21.437602 0.0 0.0 0.2 0.097
H 10.287561 16.625149 21.885510 0.0 -0.5 -0.4 0.096
C 11.446884 17.247069 15.757276 -1.3 0.5 0.2 -0.025
C 10.883662 15.873275 16.188175 0.4 2.0 -0.6 -0.402
C 11.982723 14.867619 16.358655 1.4 0.6 0.4 -0.161
O 12.712622 14.703570 15.142779 1.0 -0.7 -0.2 -0.217
C 13.964647 13.959248 15.276161 -0.8 0.2 -0.6 -0.039
N 9.997306 15.902082 17.352345 0.5 0.4 0.2 0.081
H 10.577699 17.920801 15.507709 0.8 -0.5 0.4 0.078
H 11.979889 17.118446 14.804962 0.3 0.2 0.5 0.066
H 12.028674 17.726468 16.565399 0.1 -0.2 -0.5 0.075
H 10.255545 15.650137 15.348960 -0.4 -0.9 -0.5 0.110
H 11.509156 13.942188 16.637023 0.2 -0.7 0.4 0.104
H 12.705110 15.267702 17.147042 -0.9 -0.7 -0.6 0.154
H 14.567003 14.083091 14.366375 -0.6 -0.1 -0.1 0.073
H 13.861272 12.885847 15.507508 -0.5 0.4 -0.2 0.095
H 14.563438 14.390929 16.038129 0.4 0.5 1.1 0.049
H 9.932080 14.925660 17.575274 -0.6 -0.5 0.4 0.037
H 10.429764 16.337458 18.186005 0.3 -0.2 -0.6 0.064
C 17.526580 13.058572 15.604098 0.7 1.1 1.4 -0.026
C 17.408991 13.929715 16.924106 0.2 -0.4 -1.2 -0.412
C 17.017574 13.051695 18.086368 0.3 0.2 -0.1 -0.235
O 15.644806 12.796124 18.073149 -0.8 -0.1 -0.5 -0.194
C 15.218047 11.938296 19.113191 1.6 0.8 -0.1 -0.085
N 18.662505 14.624632 17.238211 -0.1 -1.0 0.2 0.047
H 16.590682 12.577974 15.413281 -0.7 -0.4 -0.1 0.043
H 18.309457 12.291037 15.743605 -0.3 0.4 0.0 0.086
H 17.780810 13.690554 14.756844 0.1 0.1 -0.1 0.061
H 16.649536 14.721025 16.853113 -0.4 -0.5 -0.5 0.101
H 17.324231 13.564509 18.967590 0.0 0.7 1.2 0.111
H 17.592776 12.137805 18.123792 0.3 -0.7 -0.4 0.123
H 14.209690 11.645119 18.908976 -0.4 -0.2 0.1 0.057
H 15.362883 12.446785 20.066548 -0.5 0.2 0.3 0.088
H 15.918281 11.111932 19.171475 -0.2 -0.7 -0.1 0.085
H 18.408298 15.306555 17.952126 0.5 0.2 -0.4 0.055
H 18.998161 15.054422 16.385700 -0.1 0.4 0.3 0.054
```
Positions in Å, forces in eV/Å.

| no. | highest occupied orbital energy (eV) | LUMO (Ha) |
| --- | --- | --- |
| 1 | -2.7 | 0.0910 |
| 2 | -8.7 | 0.0223 |